[1]
Entry from OMol25: 3 unconnected molecules or ions with the total composition C4H12N4O2 in a non-equilibrium geometry (ωB97M-V/def2-TZVPD).

Last column: natural (NBO) charge in e.
Geometry (Å):
H1 1.809 1.746 0.105  0.38
H2 0.681 1.926 2.213  0.40
C1 -1.312 1.234 -1.133  -0.05
O1 0.483 0.699 -3.498  -0.67
H3 0.034 -1.532 -3.274  0.46
C2 0.259 0.185 -2.430  0.46
H4 -2.058 -0.087 0.037  0.32
H5 -0.770 2.171 -1.230  0.17
N1 0.677 0.918 2.205  -0.77
N2 1.531 0.775 0.028  -0.79
H6 -1.395 -1.565 1.598  0.37
H7 -1.967 0.989 -1.972  0.18
N3 -1.462 0.742 0.061  -0.76
C3 0.539 -1.200 1.028  -0.31
H8 0.258 -1.474 0.008  0.25
C4 0.867 0.274 1.047  0.60
H9 -0.285 -2.380 2.497  0.37
H10 1.102 0.519 -1.038  0.36
N4 -0.480 -1.505 2.028  -0.85
H11 0.006 0.467 2.816  0.43
H12 1.468 -1.728 1.271  0.22
O2 0.013 -1.175 -2.366  -0.78

**Total charge**: 0
**Gap between HOMO and LUMO**: 7.82 eV
**ΔE to the lowest compared entry with this formula, charge and spin**: 297.2 kJ/mol

***

[2]
Entry from OMol25: 6 unconnected molecules or ions with the total composition C12H24Br12 in a non-equilibrium geometry (ωB97M-V/def2-TZVPD).

Last column: natural (NBO) charge in e.
Geometry (Å):
H1 18.327 33.694 -4.703  0.24
H2 18.252 32.243 -5.725  0.24
H3 8.260 27.863 0.952  0.24
H4 16.028 25.116 -2.731  0.23
C1 17.113 32.057 -3.810  -0.37
H5 5.959 28.370 -0.973  0.23
H6 15.129 24.235 -5.502  0.22
Br1 17.944 24.400 -4.337  -0.03
H7 13.194 21.740 -9.449  0.23
Br2 9.595 30.399 -10.602  -0.02
H8 6.020 29.018 0.663  0.23
Br3 5.777 26.511 0.860  -0.06
Br4 24.613 19.388 -5.407  -0.05
Br5 8.375 30.132 -0.241  -0.03
C2 15.105 24.267 -4.412  -0.44
H9 13.032 18.693 -10.208  0.23
H10 24.516 21.572 -6.973  0.22
H11 8.262 27.726 -0.846  0.23
C3 12.735 19.596 -9.674  -0.46
Br6 18.720 30.934 -3.114  -0.10
H12 12.243 28.572 -10.600  0.23
H13 16.008 26.146 -4.222  0.23
C4 11.202 30.239 -9.494  -0.44
H14 10.796 30.431 -8.500  0.23
C5 16.154 25.145 -3.813  -0.42
C6 11.867 28.837 -9.612  -0.43
C7 24.206 19.845 -8.294  -0.43
Br7 23.512 21.018 -9.814  -0.03
H15 11.689 19.719 -9.958  0.23
H16 23.732 18.884 -8.096  0.23
H17 11.926 30.980 -9.833  0.23
Br8 13.362 25.037 -3.964  -0.02
C8 17.722 32.828 -4.972  -0.46
H18 11.173 28.023 -9.404  0.23
H19 16.680 32.593 -2.965  0.23
Br9 13.480 28.803 -8.464  -0.02
H20 22.995 20.877 -6.726  0.22
C9 13.536 20.872 -10.013  -0.39
H21 25.228 19.532 -8.510  0.23
C10 6.412 28.239 0.009  -0.41
C11 7.847 28.245 0.018  -0.44
H22 14.598 20.703 -9.834  0.22
H23 15.068 23.220 -4.112  0.23
C12 24.024 20.600 -6.956  -0.40
Br10 13.168 21.261 -11.994  -0.05
Br11 12.784 19.247 -7.756  -0.01
H24 16.375 31.284 -4.028  0.23
Br12 16.167 33.296 -6.041  -0.02

**Structure (SMILES)**: BrCCBr.BrCCBr.BrCCBr.BrCCBr.BrCCBr.BrCCBr
**Total charge**: 0
**Gap between HOMO and LUMO**: 10.47 eV
**ΔE to the lowest compared entry with this formula, charge and spin**: 202.7 kJ/mol

***

[3]
Entry from OMol25: a molecular structure, C3H6F8Li2N4O19S8 in a non-equilibrium geometry (ωB97M-V/def2-TZVPD).

Last column: natural (NBO) charge in e.
Geometry (Å):
O1 1.609 -3.883 1.189  -0.93
O2 3.816 1.547 -1.160  -0.61
N1 -1.794 3.331 -3.254  -1.07
S1 -3.364 2.763 3.160  2.33
F1 -1.224 1.449 -4.675  -0.53
O3 -0.496 3.841 3.328  -0.90
F2 -4.015 1.926 4.351  -0.49
H1 4.961 0.672 -3.249  0.20
O4 -2.230 5.559 -4.382  -0.90
S2 -5.454 -3.139 1.054  2.34
S3 -1.183 3.040 -4.849  2.32
N2 0.837 -5.594 -0.493  -1.10
O5 -3.331 4.121 3.747  -0.87
O6 -1.983 2.963 -6.049  -0.88
F3 2.125 -6.251 1.309  -0.52
F4 -5.288 -4.478 0.279  -0.50
S4 -5.453 -4.038 3.299  2.45
O7 -6.168 -3.009 4.072  -0.92
F5 -4.389 -4.551 4.426  -0.55
S5 2.061 -4.952 0.352  2.40
O8 -4.921 -2.160 0.122  -0.90
N3 -4.369 -3.709 2.308  -1.12
H2 5.306 -0.797 -2.296  0.21
H3 7.251 3.493 -0.271  0.18
O9 0.323 -3.250 -1.288  -0.95
O10 1.887 -4.725 -2.614  -0.91
Li1 -1.539 -1.732 3.300  0.99
O11 -6.924 -3.187 1.249  -0.86
H4 7.341 1.851 0.396  0.20
H5 6.545 -0.021 -3.253  0.19
Li2 -0.914 1.115 -0.447  0.99
F6 -0.420 -5.115 -2.359  -0.52
F7 0.083 1.580 3.841  -0.54
O12 -6.105 -5.244 2.979  -0.93
S6 -1.482 4.798 -3.408  2.40
O13 -4.341 2.625 2.059  -0.88
O14 0.237 3.275 -4.969  -0.88
S7 -1.071 2.673 3.977  2.43
O15 -0.226 5.173 -2.823  -0.92
O16 -1.385 2.632 5.421  -0.90
C1 6.792 2.792 0.426  -0.26
C2 5.689 0.174 -2.608  -0.26
F8 -2.391 5.251 -2.208  -0.54
O17 5.390 2.619 0.045  -0.52
N4 -1.873 1.855 3.010  -1.18
O18 3.391 -4.979 -0.243  -0.89
S8 0.869 -4.566 -1.603  2.42
O19 5.956 1.162 -1.620  -0.53
C3 4.981 1.730 -0.929  1.00
H6 6.882 3.369 1.347  0.20

**Total charge**: -2
**Gap between HOMO and LUMO**: 6.91 eV
**ΔE to the lowest compared entry with this formula, charge and spin**: 474.5 kJ/mol

***

[4]
Entry from OMol25: a molecular structure, C4H7N3 (ωB97M-V/def2-TZVPD).

Last column: natural (NBO) charge in e.
Geometry (Å):
H1 0.945 2.386 1.340  0.19
C1 0.117 -0.256 0.117  0.34
N1 -0.607 -0.794 -0.811  -0.56
C2 0.994 1.414 0.851  -0.22
C3 -1.953 -1.332 -0.628  -0.41
H2 -1.906 -2.380 -0.312  0.20
H3 2.842 1.921 0.135  0.33
N2 2.116 0.567 -1.095  -0.30
H4 -0.150 -0.932 -1.707  0.41
C4 0.365 0.228 1.320  -0.38
H5 -2.465 -0.752 0.143  0.22
N3 2.047 1.309 -0.129  -0.23
H6 -2.516 -1.270 -1.563  0.21
H7 0.172 -0.109 2.340  0.21

**Total charge**: 0
**Gap between HOMO and LUMO**: 7.75 eV
**ΔE to the lowest compared entry with this formula, charge and spin**: 584.0 kJ/mol

***

[5]
Entry from OMol25: 2 unconnected molecules or ions with the total composition CH5N8 in a non-equilibrium geometry (ωB97M-V/def2-TZVPD).

Last column: natural (NBO) charge in e.
Geometry (Å):
N1 -2.330 -1.089 -0.043  0.03
N2 -1.288 1.248 -0.238  -0.31
N3 -0.667 0.300 0.597  -0.09
H1 3.070 0.372 0.428  0.45
N4 2.101 0.722 0.352  -0.74
H2 0.640 -2.071 -0.100  0.45
N5 1.339 -1.445 -0.277  -0.74
N6 -1.179 -0.926 0.352  -0.05
H3 -0.958 2.166 -0.012  0.41
H4 1.753 1.652 0.210  0.44
C1 1.225 -0.196 0.055  0.67
N7 -3.180 0.016 -0.115  -0.05
H5 2.103 -1.839 -0.825  0.44
N8 -2.627 1.090 -0.384  0.09

**Total charge**: +1
**Gap between HOMO and LUMO**: 7.76 eV
**ΔE to the lowest compared entry with this formula, charge and spin**: 427.9 kJ/mol

***

[6]
Entry from OMol25: a molecular structure, C10H22MnN3 (ωB97M-V/def2-TZVPD).

Last column: natural (NBO) charge in e.
Geometry (Å):
H1 1.421 -0.722 -2.467  0.22
H2 -1.851 4.473 -2.158  0.21
C1 1.981 -1.664 -0.650  -0.24
C2 -0.617 3.309 -0.028  -0.01
H3 -2.284 -0.648 1.326  0.41
N1 -1.348 -1.046 1.340  -0.87
C3 -0.356 2.133 0.102  -0.52
H4 0.582 5.071 -1.721  0.21
H5 1.137 5.379 -0.068  0.21
H6 -0.387 -2.816 0.756  0.20
C4 -1.330 5.338 1.160  -0.58
H7 2.926 -2.005 -1.072  0.22
C5 -1.299 -2.273 0.512  -0.24
C6 -0.940 4.740 -0.200  -0.16
H8 2.656 -0.560 0.962  0.40
H9 -0.672 -0.340 -2.075  0.41
H10 -2.207 4.833 1.567  0.21
N2 2.129 -0.400 0.109  -0.87
H11 1.643 -2.439 0.037  0.20
H12 0.062 6.535 -0.871  0.21
N3 -0.300 -0.897 -1.316  -0.63
H13 -2.996 4.370 -0.810  0.21
H14 -2.132 -2.945 0.719  0.22
C7 0.291 5.475 -0.750  -0.58
H15 -0.512 5.241 1.875  0.21
C8 -2.109 4.887 -1.182  -0.58
H16 -1.277 -2.782 -1.567  0.22
H17 -1.564 6.398 1.042  0.21
H18 -2.304 -1.414 -1.148  0.22
H19 0.859 -2.385 -2.323  0.22
Mn1 0.090 0.292 0.408  1.11
C9 0.995 -1.450 -1.775  -0.24
H20 -1.158 -1.268 2.312  0.40
C10 -1.341 -1.884 -0.948  -0.24
H21 -2.353 5.944 -1.307  0.21
H22 2.672 0.273 -0.428  0.41

**Total charge**: +1
**Gap between HOMO and LUMO (spin up / spin down)**: 8.23 / 8.36 eV
**Spin multiplicity**: 2
**ΔE to the lowest compared entry with this formula, charge and spin**: 14.2 kJ/mol